DFT (wB97M-V/def2-TZVPD) results for a cluster of 2 separate species, CH2NP in total in a non-equilibrium geometry.

Properties
E_LUMO (spin up / spin down)   -2.78 / -3.89 eV
Energy relative to the best compared isomer or geometry (same formula, charge and spin)   419.23 kJ/mol
HOMO energy (spin up / spin down)   -11.5 / -10.1 eV
Energy   -435.2149 hartree
Gap between HOMO and LUMO (spin up / spin down)   8.75 / 6.25 eV
Spin multiplicity   1

Bonds (Å) are listed after each position.
Geometry (Å):
1 C 1.49459 0.08383 0.20007  N2 1.143
2 N 2.47683 -0.45566 -0.02439  C1 1.143
3 P -1.63887 0.60978 0.04358  H4 1.361, H5 1.487
4 H -1.14034 0.24426 -1.16857  P3 1.361
5 H -1.19221 -0.48221 0.94930  P3 1.487

Quick look at the Mulliken charges, all values in e: C -0.051; N -0.279; P 0.084; H 0.116; H 0.129